C31H39Cl3CrN7O3PS2Si | the ωB97M-V functional and the def2-TZVPD basis

As for the charge: 0. As for the expectation value of S²: 6.0544. As for the lowest unoccupied orbital energy (spin up / spin down): -0.0154 / -0.0159 Ha. The frontier orbital gap (spin up / spin down) comes out at 5.265 / 7.006 eV. The energy above the lowest of the compared OMol25 structures with the same formula, charge and spin is 1.187 eV. As for the HOMO energy (spin up / spin down): -0.2089 / -0.2733 Eh. Its multiplicity is 5. The calculation puts the total energy at -154179.9714 eV.

Positions of all 88 atoms, in Å:
Cr  0.668956  -0.099406  -0.688845
C  -4.069100  -1.878178  -1.864103
S  -4.004579  -1.289744  -0.146357
C  -2.331290  -0.695395  -0.158505
S  -1.045403  -1.834864  -0.412056
N  -2.171509  0.553822  0.098657
N  -0.852486  0.947771  0.141090
C  -0.645356  2.270853  0.131074
C  0.674809  2.714990  -0.055657
C  1.073569  4.066389  0.055900
C  2.382151  4.404330  -0.149563
C  3.317476  3.400297  -0.463846
C  2.869970  2.110927  -0.572548
N  1.592283  1.753721  -0.393095
H  -5.116735  -2.062452  -2.098946
H  -3.493281  -2.794124  -1.973036
H  -3.668204  -1.108548  -2.520907
H  -1.485974  2.948328  0.219262
H  0.321124  4.809535  0.289516
H  2.696102  5.437556  -0.074380
H  4.361371  3.625938  -0.627358
H  3.554900  1.308087  -0.823901
C  4.768142  -1.170886  0.998838
Si  3.102244  -0.731456  1.720399
C  3.154455  1.070639  2.282877
C  3.006250  -1.660923  3.378446
N  1.877737  -1.144575  0.538863
C  1.965045  -2.492945  0.099697
C  2.125676  -3.580733  0.972196
C  2.347145  -4.876492  0.530847
C  2.419545  -5.141380  -0.825824
C  2.202069  -4.104187  -1.720247
C  1.927019  -2.826905  -1.264112
O  1.654099  -1.789203  -2.167492
C  1.056542  -2.149729  -3.389719
C  -0.093297  -2.917772  -3.462730
C  -0.670540  -3.143705  -4.702153
C  -0.100942  -2.625123  -5.860062
C  1.079000  -1.907084  -5.771872
C  1.667145  -1.678284  -4.533130
H  5.588712  -0.973633  1.696407
H  4.955458  -0.598824  0.084174
H  4.797151  -2.231720  0.731908
H  3.176779  1.105980  3.376706
H  4.072830  1.548245  1.926530
H  2.317491  1.675721  1.945990
H  3.432350  -1.023854  4.159869
H  3.589580  -2.585466  3.355300
H  1.988701  -1.926106  3.688059
H  2.074922  -3.396263  2.033632
H  2.467384  -5.675413  1.252576
H  2.624979  -6.137783  -1.193623
H  2.221484  -4.287970  -2.786013
H  -0.536106  -3.333234  -2.570889
H  -1.581136  -3.727435  -4.758636
H  -0.577494  -2.780452  -6.819630
H  1.551303  -1.512372  -6.663028
H  2.593697  -1.127959  -4.456767
C  -1.082565  -1.244972  5.456348
N  -1.770199  -1.411904  4.103919
C  -3.015097  -0.516899  4.079845
N  -2.677859  0.830995  4.372603
C  -1.994881  0.927630  5.658284
N  -0.776337  0.121733  5.710475
C  0.253676  0.642111  4.780766
P  -0.250682  0.685256  2.971631
C  -0.844700  -1.072272  2.967353
C  -1.915551  1.464573  3.279776
H  -0.177820  -1.851058  5.431052
H  -1.772355  -1.633448  6.206249
H  -2.069626  -2.381085  3.996682
H  -3.692163  -0.920408  4.833049
H  -3.452503  -0.609271  3.086916
H  -2.672717  0.598211  6.448148
H  -1.730190  1.968199  5.833320
H  1.148432  0.019399  4.866982
H  0.535501  1.648034  5.098565
H  0.023112  -1.731892  3.012463
H  -1.355572  -1.291890  2.031794
H  -2.499327  1.407446  2.359653
H  -1.768933  2.519027  3.517825
Cl  0.181767  3.384288  -3.360559
C  0.665173  1.816173  -4.066349
Cl  0.675761  1.945770  -5.822262
Cl  2.318652  1.446130  -3.520217
C  -0.402302  0.756839  -3.571899
O  -1.219269  0.392442  -4.383855
O  -0.353442  0.461488  -2.332442

Force components x, y, z for each atom (eV/Å):
Cr -1.0 -0.4 -0.3
C 0.0 -0.1 0.1
S 0.0 0.1 -0.1
C 0.0 -0.2 0.0
S 0.0 0.1 0.0
N 0.2 0.2 0.1
N 0.0 -0.1 0.2
C 0.1 -0.1 0.0
C -0.1 0.0 0.0
C 0.0 0.1 0.0
C -0.1 0.0 0.0
C 0.1 0.1 0.0
C -0.1 -0.2 -0.1
N 0.0 0.0 -0.1
H 0.0 0.0 0.0
H 0.0 0.0 0.0
H 0.0 0.0 0.0
H 0.0 0.0 0.0
H 0.1 0.0 0.0
H 0.0 0.0 0.0
H 0.0 0.0 0.0
H -0.1 0.0 0.0
C 0.2 -0.1 -0.1
Si -0.1 0.1 -0.1
C 0.0 0.1 -0.1
C 0.0 -0.1 0.1
N 0.1 -0.1 -0.1
C 0.0 0.2 0.2
C 0.0 0.1 0.0
C 0.0 0.0 0.0
C 0.0 0.0 0.0
C -0.1 0.0 -0.1
C 0.1 0.1 -0.2
O -0.1 -0.1 0.5
C 0.2 0.1 -0.1
C -0.1 0.0 0.1
C 0.1 0.0 -0.1
C 0.0 0.0 0.1
C 0.0 0.0 0.0
C 0.1 0.0 -0.2
H -0.1 0.0 0.0
H 0.0 0.0 0.1
H 0.0 0.1 0.0
H 0.0 0.0 -0.1
H -0.1 0.0 0.0
H 0.0 0.0 0.1
H 0.0 -0.1 0.0
H -0.1 0.0 0.0
H 0.1 0.0 0.0
H 0.0 0.0 0.0
H 0.0 0.0 0.0
H 0.0 0.0 0.0
H 0.0 0.0 0.0
H 0.0 0.1 0.0
H 0.0 0.0 0.0
H 0.0 0.0 0.0
H 0.0 0.0 0.0
H 0.0 0.0 0.0
C 0.0 0.1 0.0
N 0.0 0.0 0.0
C 0.0 0.1 0.0
N 0.0 0.1 0.0
C 0.1 0.0 -0.1
N 0.1 0.0 -0.1
C -0.1 -0.1 -0.1
P 0.2 0.1 0.5
C 0.1 0.1 -0.1
C 0.0 -0.2 0.0
H 0.0 0.0 0.0
H 0.0 0.0 0.0
H 0.0 0.0 0.0
H 0.0 0.0 0.0
H 0.0 0.0 0.0
H 0.0 0.0 0.0
H 0.0 0.0 0.0
H 0.0 0.0 0.0
H 0.0 0.0 0.0
H -0.1 -0.1 0.0
H 0.0 0.0 -0.1
H 0.0 0.0 0.0
H 0.0 0.0 0.0
Cl 0.0 0.0 -0.1
C -0.1 0.1 0.1
Cl 0.0 0.0 0.0
Cl -0.1 -0.1 -0.1
C -0.1 -0.1 0.1
O 0.0 0.0 0.0
O 0.7 0.1 -0.1

***

C31H39IrN5O2S2Si | the ωB97M-V functional and the def2-TZVPD basis

As for the charge: 0. As for the expectation value of S²: 0.7731. As for the lowest unoccupied orbital energy (spin up / spin down): -0.0151 / -0.0144 Ha. The frontier orbital gap (spin up / spin down) comes out at 5.283 / 7.073 eV. The energy above the lowest of the compared OMol25 structures with the same formula, charge and spin is 1.712 eV. As for the HOMO energy (spin up / spin down): -0.2092 / -0.2743 Eh. Its multiplicity is 2. The calculation puts the total energy at -76712.9730 eV.

Positions of all 81 atoms, in Å:
Ir  -1.488991  -0.072989  0.774321
C  -4.179331  4.460990  -0.686793
S  -2.631458  4.582312  0.227714
C  -2.211139  2.894462  0.564004
S  -2.631378  1.647351  -0.485195
N  -1.481855  2.838380  1.653669
N  -0.978031  1.573313  1.918834
C  -0.034322  1.593972  2.826331
C  0.857248  0.495889  3.144280
C  2.050515  0.830265  3.792257
C  3.068679  -0.084022  3.913152
C  2.857295  -1.387646  3.449897
C  1.626754  -1.716382  2.940969
N  0.655481  -0.796587  2.764573
H  -4.246396  5.352425  -1.307863
H  -5.024277  4.426637  -0.001831
H  -4.173001  3.581856  -1.325646
H  0.219416  2.550579  3.266534
H  2.163084  1.845181  4.147479
H  4.008809  0.200727  4.365791
H  3.618679  -2.150800  3.517832
H  1.349785  -2.727522  2.702709
C  -3.649405  -2.770036  0.981614
C  -4.039426  -1.462244  1.563505
N  -3.325364  -0.352597  1.565462
C  -4.075964  0.617510  2.207981
C  -5.249743  0.078808  2.606489
N  -5.214012  -1.235785  2.189852
H  -2.575791  -2.785321  0.849624
H  -4.124694  -2.919820  0.010276
H  -3.934552  -3.592474  1.638366
H  -3.710157  1.621395  2.337349
H  -6.092012  0.498530  3.126030
H  -5.940955  -1.916382  2.310302
C  -0.202551  -3.095879  0.828793
O  -0.680308  -2.640792  2.086168
C  -0.744261  -1.240192  2.319186
C  -1.577290  -1.135898  3.600622
H  -0.636195  -4.083773  0.672039
H  0.887223  -3.188959  0.804868
H  -0.488181  -2.413931  0.034956
H  -0.993769  -1.469304  4.465305
H  -2.441991  -1.785917  3.511382
H  -1.920470  -0.121560  3.786070
C  3.927715  0.885908  -1.647125
C  2.856356  0.309233  -0.715502
C  3.359013  -1.004398  -0.109118
C  2.591243  1.325062  0.395284
Si  1.194088  -0.018791  -1.579481
O  0.020482  -0.351887  -0.511473
C  1.376023  -1.522461  -2.702436
C  0.441286  -2.557902  -2.601490
C  0.520092  -3.692722  -3.399390
C  1.542342  -3.818460  -4.327032
C  2.481691  -2.804843  -4.450508
C  2.395886  -1.675250  -3.648320
C  0.848279  1.509751  -2.613991
C  0.313444  2.639557  -1.985287
C  0.089439  3.820660  -2.678721
C  0.412458  3.901777  -4.025959
C  0.942701  2.794967  -4.674423
C  1.151065  1.613624  -3.974476
H  4.820609  1.156165  -1.069412
H  3.578033  1.785774  -2.156960
H  4.245648  0.167336  -2.404877
H  4.277623  -0.839939  0.470148
H  3.575507  -1.747973  -0.880172
H  2.613993  -1.433828  0.564334
H  3.478529  1.440521  1.032139
H  1.760295  1.001378  1.016855
H  2.340823  2.309388  -0.008323
H  -0.363844  -2.463319  -1.886379
H  -0.219971  -4.477988  -3.299602
H  1.608394  -4.701131  -4.951082
H  3.281811  -2.893071  -5.175157
H  3.145483  -0.902197  -3.766301
H  0.062089  2.592997  -0.931669
H  -0.338101  4.673051  -2.164460
H  0.257459  4.826710  -4.568250
H  1.193815  2.852295  -5.726843
H  1.552503  0.756238  -4.503798

Force components x, y, z for each atom (eV/Å):
Ir 0.9 1.4 0.4
C 0.0 0.0 0.0
S 0.0 0.1 0.0
C 0.6 1.0 1.3
S -0.2 -0.5 -1.2
N -0.8 -0.6 -0.9
N -1.2 -0.6 -0.8
C 1.8 -1.9 0.6
C -1.5 2.1 -0.2
C 1.0 -0.4 0.4
C -0.3 1.0 0.2
C -0.6 -0.8 -0.3
C 0.7 0.1 0.4
N -0.5 -0.7 -0.6
H 0.0 0.0 0.0
H 0.0 0.0 0.0
H 0.0 0.0 0.0
H -0.1 0.0 -0.2
H 0.1 0.0 -0.1
H 0.0 0.0 0.0
H 0.0 0.0 0.0
H 0.1 0.0 -0.1
C -0.2 0.1 -0.2
C -0.1 0.0 0.0
N -0.7 0.5 0.9
C 0.0 0.0 0.1
C 0.0 -0.1 -0.1
N 0.1 0.1 0.0
H 0.0 -0.1 0.0
H 0.0 0.0 0.0
H 0.1 0.0 0.0
H 0.0 0.0 0.0
H 0.0 0.0 0.0
H 0.0 -0.1 0.0
C 0.0 -0.1 0.1
O 0.1 0.0 0.1
C 0.6 -0.5 0.2
C 0.1 -0.1 0.2
H 0.0 0.0 0.0
H 0.0 0.1 -0.1
H 0.0 -0.1 -0.1
H 0.0 0.0 -0.1
H -0.1 0.0 0.0
H 0.0 0.0 0.0
C 0.0 0.0 0.0
C 0.1 -0.1 0.0
C 0.0 0.0 0.0
C 0.1 0.0 0.0
Si 0.2 0.2 -0.2
O 0.3 0.1 0.2
C -0.2 -0.1 0.0
C 0.1 0.0 -0.1
C 0.0 0.0 0.0
C 0.0 0.0 0.0
C 0.0 0.0 0.0
C 0.0 0.0 0.0
C -0.2 0.1 0.0
C 0.1 0.0 0.0
C 0.0 0.0 0.0
C 0.0 0.0 0.0
C 0.0 0.0 0.0
C 0.0 -0.1 0.0
H 0.0 0.0 0.0
H 0.0 0.0 0.0
H 0.0 0.0 0.0
H -0.1 0.0 0.0
H 0.0 0.0 0.0
H 0.0 0.0 0.0
H -0.1 0.0 0.0
H 0.0 0.0 0.0
H 0.0 0.0 0.0
H -0.1 0.0 -0.1
H 0.0 0.0 0.0
H 0.0 0.0 0.0
H 0.0 0.0 0.0
H 0.0 0.0 0.0
H 0.0 0.0 0.0
H 0.0 0.0 0.0
H 0.0 0.0 0.0
H 0.0 0.0 0.0
H 0.0 0.0 0.0